# 1
Formula: C39H54Br30FI2N3O2
Source: the OMol25 dataset
Level of theory: the ωB97M-V functional and the def2-TZVPD basis

```
! RIJCOSX wB97M-V def2-TZVPD def2/J DEFGRID3
* xyz 0 1
C -2.325 5.631 -4.561
C -3.064 4.837 -5.677
C -2.141 4.308 -6.791
C -1.593 2.900 -6.515
C -0.632 2.888 -5.320
C 0.274 1.645 -5.301
C 0.453 1.038 -3.906
C 1.008 -0.384 -4.027
C 1.710 -0.960 -2.771
C 1.168 -0.544 -1.417
C 2.011 -0.154 -0.391
C 3.515 -0.150 -0.538
C 4.205 1.175 -0.824
O 5.378 1.290 -0.700
I 3.098 2.909 -1.454
C 1.481 0.220 0.892
C 2.378 0.669 2.019
C 2.508 -0.353 3.191
C 3.917 -0.371 3.782
O 2.037 -1.649 2.872
C 0.126 0.160 1.110
N -0.439 0.488 2.376
C -0.605 1.925 2.669
C -2.077 2.326 2.819
C -2.690 2.714 1.445
C -2.842 4.241 1.252
C -0.759 -0.273 0.087
N -2.095 -0.366 0.363
C -2.846 -0.795 -0.611
C -4.332 -0.943 -0.346
C -4.613 -1.024 1.155
C -6.015 -1.601 1.382
F -5.951 -2.965 1.662
C -2.295 -1.133 -1.887
I -3.607 -1.804 -3.399
N -1.043 -1.065 -2.161
C -0.227 -0.611 -1.161
H -2.741 6.623 -4.401
H -2.365 5.056 -3.634
H -1.267 5.691 -4.814
H -3.536 3.963 -5.221
H -3.843 5.481 -6.081
H -1.296 4.988 -6.936
H -2.712 4.309 -7.723
H -1.064 2.595 -7.422
H -2.449 2.243 -6.341
H -1.216 2.992 -4.404
H 0.004 3.767 -5.450
H -0.198 0.880 -5.927
H 1.235 1.872 -5.768
H -0.558 0.960 -3.500
H 1.068 1.674 -3.274
H 1.769 -0.362 -4.816
H 0.232 -1.051 -4.392
H 1.598 -2.050 -2.827
H 2.772 -0.764 -2.866
H 3.864 -0.850 -1.294
H 3.959 -0.495 0.394
H 2.009 1.599 2.451
H 3.379 0.898 1.662
H 1.849 -0.012 3.992
H 3.833 -0.542 4.856
H 4.412 0.595 3.678
H 4.526 -1.183 3.379
H 2.593 -2.046 2.192
H 0.034 0.001 3.121
H -0.106 2.509 1.890
H -0.078 2.132 3.607
H -2.618 1.484 3.247
H -2.117 3.176 3.503
H -3.629 2.179 1.307
H -2.004 2.348 0.681
H -3.878 4.492 1.030
H -2.194 4.582 0.446
H -2.530 4.790 2.140
H -4.854 -0.094 -0.790
H -4.672 -1.889 -0.767
H -3.910 -1.697 1.631
H -4.603 -0.037 1.614
H -6.610 -1.487 0.472
H -6.550 -1.090 2.183
C -0.433 -3.584 6.694
Br 0.734 -5.078 6.372
Br -2.256 -4.157 6.876
Br 0.154 -2.547 8.206
H -0.390 -2.936 5.827
C -9.265 -2.631 -1.654
Br -10.181 -1.411 -0.481
Br -7.668 -1.841 -2.382
Br -8.885 -4.302 -0.784
H -9.927 -2.839 -2.482
C -3.120 9.229 -6.445
Br -1.919 8.435 -7.721
Br -4.845 8.376 -6.466
Br -2.361 9.246 -4.678
H -3.271 10.257 -6.739
C 6.089 5.804 -0.612
Br 6.516 5.597 1.252
Br 4.837 7.237 -0.907
Br 7.670 6.012 -1.687
H 5.604 4.890 -0.928
C 6.684 -3.541 4.707
Br 5.691 -4.579 3.426
Br 7.859 -2.287 3.832
Br 5.513 -2.678 5.968
H 7.308 -4.227 5.262
C -1.629 -5.360 -0.898
Br -2.528 -6.560 -2.097
Br -0.435 -4.170 -1.825
Br -2.885 -4.407 0.209
H -1.018 -5.963 -0.240
C 1.603 -8.074 2.049
Br 2.650 -7.249 0.658
Br 0.808 -6.774 3.226
Br 0.306 -9.295 1.314
H 2.280 -8.655 2.658
C 4.122 -0.284 9.433
Br 3.155 -1.454 8.249
Br 5.169 0.972 8.423
Br 2.959 0.590 10.689
H 4.805 -0.899 10.001
C -1.405 -11.772 -2.015
Br -1.206 -12.156 -0.135
Br -1.919 -9.959 -2.396
Br 0.195 -12.245 -2.972
H -2.195 -12.411 -2.383
C 7.639 1.334 4.675
Br 8.385 1.428 6.445
Br 6.181 2.572 4.455
Br 8.979 1.560 3.317
H 7.232 0.339 4.559
*
```

Summary:
HOMO energy	-0.3160	hartree
frontier orbital gap	8.220	eV
relative energy (zero: lowest compared OMol25 entry of this formula, charge and spin)	31.6	kJ/mol


# 2
Formula: C39H54N3O3P2PtS
Source: the OMol25 dataset
Level of theory: the ωB97M-V functional and the def2-TZVPD basis

```
! RIJCOSX wB97M-V def2-TZVPD def2/J DEFGRID3
* xyz 1 1
Pt 0.045 -0.148 0.012
C -1.662 0.784 -3.865
C -2.512 0.799 -2.599
C -3.607 1.890 -2.687
P -1.701 0.944 -0.944
C -3.099 0.615 0.217
C -3.789 -0.692 -0.197
C -4.110 1.744 0.434
C -0.991 2.606 -0.783
C -0.977 3.649 -1.705
C -0.232 4.796 -1.452
C -0.219 5.941 -2.429
C 0.515 4.859 -0.272
C 0.527 3.814 0.640
C -0.225 2.681 0.372
N -0.263 1.505 1.170
C -0.993 1.532 2.344
C -1.723 2.619 2.836
C -2.560 2.432 3.925
C -2.713 1.192 4.551
C -3.646 1.001 5.720
C -1.937 0.137 4.093
C -1.059 0.328 3.030
P 0.292 -0.772 2.619
C 1.418 -0.245 4.006
C 2.039 1.114 3.625
C 0.863 -0.164 5.426
C -0.332 -2.494 2.776
C -0.265 -3.111 4.178
C -1.725 -2.650 2.161
H -2.330 0.631 -4.714
H -0.943 -0.023 -3.872
H -1.134 1.725 -4.018
H -2.993 -0.178 -2.539
H -3.592 2.322 -3.688
H -3.489 2.705 -1.977
H -4.595 1.461 -2.524
H -2.599 0.432 1.160
H -4.492 -0.531 -1.016
H -4.356 -1.083 0.649
H -3.079 -1.465 -0.502
H -4.794 1.847 -0.404
H -3.623 2.704 0.607
H -4.707 1.515 1.319
H -1.541 3.588 -2.627
H -0.723 5.676 -3.358
H 0.802 6.242 -2.668
H -0.724 6.813 -2.011
H 1.120 5.738 -0.079
H 1.128 3.858 1.540
H -1.663 3.585 2.351
H -3.131 3.277 4.293
H -4.315 1.854 5.830
H -3.092 0.894 6.655
H -4.257 0.106 5.599
H -2.013 -0.821 4.587
H 2.224 -0.983 4.007
H 1.292 1.905 3.708
H 2.443 1.129 2.613
H 2.849 1.344 4.318
H 0.215 0.702 5.548
H 1.710 -0.041 6.104
H 0.319 -1.051 5.740
H 0.348 -3.060 2.139
H -1.009 -2.697 4.855
H 0.717 -3.009 4.641
H -0.472 -4.178 4.085
H -2.501 -2.271 2.827
H -1.909 -3.707 1.971
H -1.802 -2.133 1.208
C 6.804 -3.057 -2.420
C 5.314 -3.010 -2.217
C 4.705 -1.857 -1.722
C 3.339 -1.801 -1.512
C 2.552 -2.908 -1.816
C 3.136 -4.056 -2.336
C 4.510 -4.103 -2.520
S 0.797 -2.957 -1.542
O 0.531 -3.383 -0.187
O 0.277 -3.751 -2.618
N 0.238 -1.428 -1.636
C 0.837 -0.643 -2.672
C 1.198 -1.132 -3.930
C 1.784 -0.255 -4.821
C 1.989 1.074 -4.462
C 1.595 1.467 -3.200
N 1.035 0.631 -2.322
H 7.330 -2.727 -1.524
H 7.105 -2.398 -3.236
H 7.138 -4.064 -2.662
H 5.313 -0.985 -1.507
H 2.896 -0.897 -1.116
H 2.513 -4.901 -2.596
H 4.963 -5.003 -2.918
H 1.018 -2.167 -4.184
H 2.082 -0.607 -5.800
H 2.432 1.782 -5.148
H 1.730 2.487 -2.856
C 2.518 -1.864 1.624
O 1.460 -0.861 1.487
H 2.348 -2.653 0.906
H 2.502 -2.278 2.628
H 3.458 -1.352 1.445
*
```

Summary:
HOMO energy	-0.3695	hartree
frontier orbital gap	7.552	eV
relative energy (zero: lowest compared OMol25 entry of this formula, charge and spin)	37.7	kJ/mol


# 3
Formula: C39H54O36
Source: the OMol25 dataset
Level of theory: the ωB97M-V functional and the def2-TZVPD basis

```
! RIJCOSX wB97M-V def2-TZVPD def2/J DEFGRID3
* xyz 0 1
C -0.637 2.763 -5.647
C -1.683 1.670 -5.440
C -1.091 0.283 -5.670
O -1.593 -0.497 -4.596
C -1.997 0.295 -3.625
O -2.358 -0.022 -2.521
O -2.126 1.551 -4.076
H -1.127 3.728 -5.514
H -0.240 2.721 -6.660
H 0.188 2.641 -4.947
H -2.619 1.749 -5.998
H -0.004 0.351 -5.615
H -1.337 -0.142 -6.642
C -4.629 -3.816 -2.828
C -3.431 -4.140 -1.966
C -2.489 -2.956 -1.705
O -2.267 -3.094 -0.314
C -3.130 -3.942 0.278
O -3.181 -4.176 1.446
O -3.830 -4.592 -0.669
H -5.087 -2.941 -2.356
H -5.315 -4.634 -3.016
H -4.267 -3.436 -3.788
H -2.854 -4.956 -2.413
H -3.016 -2.035 -1.941
H -1.613 -3.060 -2.342
C -3.362 -0.108 0.677
C -4.662 -0.621 1.324
C -5.648 0.494 1.673
O -6.861 -0.005 1.086
C -6.577 -0.960 0.169
O -7.351 -1.253 -0.685
O -5.297 -1.355 0.295
H -2.881 -0.751 -0.055
H -2.574 0.232 1.355
H -3.626 0.781 0.099
H -4.486 -1.280 2.178
H -5.306 1.398 1.167
H -5.746 0.655 2.741
O 4.841 1.660 1.936
C 4.076 1.151 2.699
O 3.974 -0.181 2.871
C 2.988 -0.465 3.860
C 2.727 0.897 4.535
O 3.360 1.802 3.626
H 2.073 -0.871 3.427
H 3.342 -1.186 4.595
H 3.281 0.990 5.465
H 1.652 1.042 4.571
O 1.540 0.313 -3.668
C 2.185 -0.445 -4.343
O 3.004 -1.362 -3.888
C 3.436 -2.192 -4.958
C 3.232 -1.297 -6.171
O 2.307 -0.332 -5.694
H 4.480 -2.459 -4.807
H 2.881 -3.131 -5.008
H 2.849 -1.910 -6.985
H 4.172 -0.793 -6.400
O -4.275 -2.938 6.978
C -3.468 -2.795 6.110
O -3.797 -2.326 4.874
C -2.603 -2.075 4.126
C -1.466 -2.560 5.017
O -2.187 -3.089 6.177
H -2.581 -2.625 3.189
H -2.541 -0.991 4.033
H -0.747 -1.878 5.462
H -0.972 -3.452 4.636
O -2.767 3.109 0.893
C -2.033 3.390 -0.002
O -2.303 3.407 -1.308
C -1.112 3.582 -2.094
C -0.158 4.044 -1.023
O -0.740 3.714 0.202
H -0.805 2.621 -2.496
H -1.246 4.322 -2.877
H -0.002 5.130 -1.003
H 0.837 3.599 -1.088
O 1.156 4.127 6.287
C 0.568 3.943 5.276
O 0.428 4.845 4.284
C -0.459 4.330 3.308
C -0.369 2.818 3.543
O 0.042 2.759 4.898
H -1.472 4.732 3.362
H -0.074 4.573 2.321
H 0.355 2.397 2.846
H -1.365 2.407 3.398
O 6.324 -1.638 -3.697
C 6.208 -0.906 -2.762
O 6.919 -0.966 -1.626
C 6.243 -0.235 -0.593
C 5.235 0.614 -1.364
O 5.285 0.074 -2.662
H 5.777 -0.787 0.222
H 6.977 0.408 -0.110
H 5.497 1.672 -1.360
H 4.222 0.549 -0.969
O 1.852 -7.573 1.710
C 1.299 -6.521 1.684
O 0.601 -6.000 2.707
C -0.114 -4.829 2.212
C 0.603 -4.483 0.948
O 1.284 -5.699 0.600
H -1.138 -5.190 2.163
H -0.073 -4.005 2.921
H 1.340 -3.719 1.176
H -0.148 -4.272 0.194
O 3.125 2.713 -0.454
C 3.084 3.760 0.127
O 2.270 4.005 1.141
C 2.726 5.154 1.867
C 3.689 5.807 0.864
O 3.949 4.764 -0.066
H 1.914 5.848 2.063
H 3.257 4.767 2.733
H 4.596 6.102 1.393
H 3.326 6.694 0.343
O -0.274 -1.266 2.450
C 0.144 -0.861 1.401
O 0.380 -1.612 0.319
C 0.393 -0.764 -0.843
C 0.560 0.605 -0.216
O 0.402 0.431 1.168
H 1.274 -0.993 -1.441
H -0.486 -0.831 -1.482
H -0.175 1.248 -0.713
H 1.517 1.047 -0.498
*
```

Summary:
SMILES string	C[C@H]1COC(=O)O1.C[C@H]1COC(=O)O1.C[C@H]1COC(=O)O1.O=C1OCCO1.O=C1OCCO1.O=C1OCCO1.O=C1OCCO1.O=C1OCCO1.O=C1OCCO1.O=C1OCCO1.O=C1OCCO1.O=C1OCCO1
HOMO energy	-0.3839	hartree
frontier orbital gap	10.287	eV
relative energy (zero: lowest compared OMol25 entry of this formula, charge and spin)	0.0	kJ/mol


# 4
Formula: C39H55CaClF5N3O5SSiTe
Source: the OMol25 dataset
Level of theory: the ωB97M-V functional and the def2-TZVPD basis

```
! RIJCOSX wB97M-V def2-TZVPD def2/J DEFGRID3
* xyz -2 1
Ca 0.300 -0.479 -0.560
C -1.251 4.790 3.302
C -1.358 3.287 3.574
C -0.155 2.741 4.301
C 0.010 3.056 5.651
C 1.075 2.578 6.390
C 2.006 1.749 5.777
C 1.877 1.398 4.441
C 2.908 0.509 3.793
C 3.981 1.302 3.045
C 0.800 1.918 3.702
N 0.695 1.472 2.362
C 0.751 2.236 1.380
C 0.838 2.089 -1.090
C 1.123 3.487 -1.446
C 1.315 3.331 -2.912
C 1.022 2.066 -3.225
N 0.723 1.278 -2.079
H -2.083 5.131 2.683
H -0.345 5.027 2.745
H -1.246 5.357 4.237
H -1.521 2.776 2.627
H -2.236 3.094 4.200
H -0.737 3.686 6.123
H 1.176 2.836 7.438
H 2.841 1.350 6.343
H 2.415 -0.173 3.097
H 3.379 -0.099 4.569
H 3.549 1.850 2.207
H 4.750 0.643 2.639
H 4.459 2.025 3.711
H 0.871 3.316 1.282
H 1.740 4.127 -0.831
H 1.541 4.151 -3.571
H 0.968 1.610 -4.201
Cl 3.875 -5.428 -4.266
C 3.592 -4.057 -3.192
C 3.140 -2.851 -3.701
C 2.918 -1.780 -2.851
C 3.130 -1.854 -1.450
C 2.826 -0.758 -0.571
C 3.600 -3.108 -0.989
C 3.824 -4.181 -1.831
H 2.963 -2.752 -4.765
H 2.567 -0.841 -3.271
H 3.042 0.222 -1.000
H 3.229 -0.862 0.435
H 3.799 -3.222 0.072
H 4.188 -5.122 -1.434
S -3.703 0.291 -0.773
C -4.164 1.851 -1.237
N -3.759 2.939 -0.529
C -4.047 4.222 -0.848
C -4.789 4.534 -1.937
C -5.247 3.453 -2.721
C -4.956 2.165 -2.384
H -2.969 2.807 0.121
H -3.600 4.957 -0.195
H -4.962 5.564 -2.208
H -5.811 3.650 -3.626
H -5.268 1.334 -2.999
F -1.095 5.179 -3.008
Te -0.743 4.675 -1.118
F 0.556 6.134 -1.544
F 0.403 5.003 0.671
F -1.505 3.036 -1.974
F -1.494 3.269 0.509
O 0.648 1.541 0.159
C 1.274 -6.788 -0.760
C 0.564 -6.053 0.366
C -0.339 -7.010 1.136
C 1.573 -5.390 1.294
O -0.235 -5.065 -0.267
Si -1.027 -3.729 0.297
O -0.236 -2.375 0.070
O -2.514 -3.757 -0.444
C -2.833 -3.851 -1.828
C -1.849 -3.050 -2.674
C -2.809 -5.320 -2.233
C -4.235 -3.279 -1.974
O -1.345 -4.034 1.895
C -2.250 -3.357 2.771
C -1.707 -3.575 4.173
C -2.310 -1.866 2.456
C -3.625 -3.994 2.625
H 1.932 -7.567 -0.363
H 1.869 -6.090 -1.351
H 0.540 -7.254 -1.421
H 0.254 -7.814 1.580
H -1.074 -7.449 0.457
H -0.872 -6.481 1.927
H 2.237 -6.141 1.733
H 1.064 -4.859 2.102
H 2.172 -4.672 0.733
H -0.826 -3.421 -2.569
H -1.873 -1.998 -2.381
H -2.130 -3.110 -3.729
H -1.811 -5.740 -2.095
H -3.101 -5.430 -3.280
H -3.509 -5.882 -1.611
H -4.266 -2.236 -1.653
H -4.931 -3.847 -1.351
H -4.568 -3.337 -3.014
H -0.737 -3.085 4.283
H -1.577 -4.644 4.358
H -2.390 -3.166 4.921
H -1.310 -1.431 2.475
H -2.924 -1.351 3.199
H -2.748 -1.676 1.475
H -3.570 -5.058 2.870
H -3.980 -3.895 1.598
H -4.342 -3.513 3.295
*
```

Summary:
HOMO energy	-0.0693	hartree
frontier orbital gap	5.976	eV
relative energy (zero: lowest compared OMol25 entry of this formula, charge and spin)	76.3	kJ/mol


| no. | E_LUMO (eV) |
| --- | --- |
| 1 | -0.379 |
| 2 | -2.503 |
| 3 | -0.159 |
| 4 | 4.090 |